[1]
DFT (ωB97M-V/def2-TZVPD) results for 6 unconnected molecules or ions with the total composition C6H24N12O6.

```
! wB97M-V def2-TZVPD RIJCOSX def2/J DEFGRID3
* xyz -1 2
O -3.335 2.235 1.635
O 3.973 0.040 -3.795
O 0.198 -0.561 -0.876
O 0.742 -0.783 3.814
O 0.593 -3.129 -3.600
O -2.075 2.497 -3.712
N 2.751 -0.802 -2.079
N 1.184 1.090 5.022
N -1.907 1.045 -1.964
N -1.003 -0.291 1.077
N -1.964 2.527 3.295
N -0.802 -2.993 -1.923
N 1.182 -0.209 1.070
N -0.940 -4.695 -3.292
N 2.113 -0.574 5.681
N -1.982 4.076 1.840
N -0.118 1.654 -2.969
N 1.990 -0.900 -4.105
C 1.249 -0.181 4.710
C -2.492 2.976 2.229
C -0.348 -3.640 -2.918
C 0.088 -0.423 0.337
C 2.996 -0.588 -3.367
C -1.445 1.801 -2.938
H 2.186 -1.578 5.593
H -1.719 -3.287 -1.618
H -0.563 -5.110 -4.132
H -1.367 4.651 2.399
H 1.031 -0.121 2.065
H -2.176 1.603 3.644
H -0.503 -2.063 -1.665
H -2.496 4.483 1.071
H 1.985 -0.090 6.558
H 1.654 1.382 5.867
H -1.341 0.817 -1.159
H 1.808 -0.969 -1.756
H 1.930 -0.707 -5.095
H 2.089 -0.163 0.629
H -1.880 -0.238 0.579
H 0.280 0.812 -2.578
H 1.182 -1.315 -3.664
H -2.912 0.993 -1.882
H 0.565 1.673 4.476
H -1.270 3.084 3.772
H 0.191 1.779 -3.922
H -0.961 -0.328 2.086
H 3.457 -0.407 -1.476
H -1.817 -5.073 -2.964
*
```

lowest unoccupied orbital energy (alpha / beta)	0.0831 / 0.0826	hartree
DFT total energy	-36780.811	eV
ΔE to the lowest compared entry with this formula, charge and spin	97.8	kJ/mol

Here are the Löwdin charges for atoms 1 to 5, given in e:
1. O -0.066
2. O -0.025
3. O -0.066
4. O 0.019
5. O -0.034

[2]
DFT (ωB97M-V/def2-TZVPD) results for 5 unconnected molecules or ions with the total composition C6H24N2O4.

```
! wB97M-V def2-TZVPD RIJCOSX def2/J DEFGRID3
* xyz 0 1
O 0.330 0.015 3.535
O -1.777 3.692 0.914
O -4.160 0.852 -0.825
O 1.379 -1.983 2.799
N -0.435 -0.478 -0.547
N 2.350 2.128 0.447
C 0.245 0.764 -0.576
C -1.344 -0.797 0.498
C -0.108 -1.459 -1.549
C 1.159 -2.250 -1.211
C -0.085 -0.910 -3.002
C 1.650 0.925 0.121
H 0.509 1.269 -1.595
H -1.065 3.373 1.406
H 1.491 0.543 1.264
H 2.274 0.238 -0.518
H 0.773 -0.283 -3.207
H -3.472 1.021 -1.351
H -3.667 0.368 -0.134
H 0.193 -0.799 4.030
H 1.960 -1.429 3.251
H -0.721 -1.001 1.613
H -1.568 -1.845 0.324
H -0.989 -0.348 -3.181
H -0.046 0.043 2.633
H 1.094 -2.326 -0.109
H 1.068 -3.171 -1.838
H -2.150 -0.172 0.784
H -0.054 -1.541 -3.886
H 2.123 -1.847 -1.454
H -0.339 1.653 -0.012
H -0.873 -2.333 -1.656
H 1.840 2.676 1.075
H -1.284 4.071 0.210
H 1.431 -1.354 2.003
H 2.268 2.698 -0.255
*
```

lowest unoccupied orbital energy	0.0120	hartree
DFT total energy	-17776.758	eV
structure (SMILES)	CC(C)N(C)CCN.O.O.O.O
ΔE to the lowest compared entry with this formula, charge and spin	492.5	kJ/mol

Here are the Löwdin charges for atoms 1 to 5, given in e:
1. O -0.108
2. O -0.013
3. O 0.001
4. O -0.087
5. N -0.209

[3]
DFT (ωB97M-V/def2-TZVPD) results for 7 unconnected molecules or ions with the total composition C6H24N2O6.

```
! wB97M-V def2-TZVPD RIJCOSX def2/J DEFGRID3
* xyz 0 1
O -0.969 -2.634 3.556
O -1.355 -2.863 -1.777
O -3.361 -1.719 -0.319
O 0.027 -0.771 -2.774
O -1.989 0.277 -1.423
O 0.978 2.429 -3.243
N 2.576 -0.864 0.387
N -0.897 2.810 -0.157
C -0.286 2.190 0.968
C 1.966 -1.650 2.654
C 0.917 1.627 0.913
C 1.643 -0.728 1.457
C -0.235 3.587 -0.896
C 1.430 0.696 1.982
H -1.589 -2.403 2.799
H -1.564 -3.585 -2.373
H 0.129 1.944 -3.253
H -1.677 -0.382 -0.753
H -4.015 -1.191 -0.747
H 1.578 1.686 -3.325
H 2.251 -2.630 2.287
H -2.860 -2.116 -1.085
H 0.644 -1.080 1.157
H 2.415 1.105 2.260
H 0.786 3.982 -0.762
H 2.894 -1.333 3.155
H -0.645 -2.325 -2.165
H -2.036 1.033 -0.883
H -0.748 -0.268 -2.443
H 2.463 -1.649 -0.224
H 1.483 1.704 -0.009
H 0.770 -0.444 -2.240
H 3.534 -0.547 0.618
H -0.566 3.953 -1.866
H -0.095 -2.445 3.222
H -0.993 2.129 1.754
H 1.267 -1.798 3.432
H 0.914 0.786 2.935
*
```

lowest unoccupied orbital energy	0.0128	hartree
DFT total energy	-21875.149	eV
structure (SMILES)	C=N/C=C/C[C@H](C)N.O.O.O.O.O.O
ΔE to the lowest compared entry with this formula, charge and spin	39.8	kJ/mol

Here are the Löwdin charges for atoms 1 to 5, given in e:
1. O -0.076
2. O -0.060
3. O -0.090
4. O -0.077
5. O -0.048

[4]
DFT (ωB97M-V/def2-TZVPD) results for 5 unconnected molecules or ions with the total composition C6H24NO4.

```
! wB97M-V def2-TZVPD RIJCOSX def2/J DEFGRID3
* xyz 1 1
O -3.917 3.621 -3.277
O 2.713 2.362 -0.174
O -1.874 -3.554 1.112
O -0.050 -0.929 -6.750
N -1.177 0.222 -2.670
C 4.918 2.739 0.531
C -3.524 -2.849 2.569
C -2.036 -3.134 2.379
C 3.448 3.023 0.783
C -1.564 -4.250 3.272
C 3.078 2.466 2.184
H -1.982 0.812 -2.825
H -3.710 -3.022 3.629
H -4.088 -3.721 2.236
H -3.939 -1.890 2.259
H 3.298 3.075 3.060
H 1.990 2.473 2.260
H -0.946 -0.059 -3.612
H -0.152 -0.196 -7.357
H -3.943 3.905 -2.363
H 3.199 4.084 0.771
H 5.151 1.700 0.762
H 3.125 2.643 -0.994
H -1.482 -2.209 2.545
H -1.606 -4.087 4.349
H -0.482 0.814 -2.239
H -1.968 -4.509 1.097
H 5.379 3.023 -0.415
H -0.537 -4.535 3.044
H 0.701 -1.417 -7.089
H -2.190 -5.133 3.147
H 5.464 3.279 1.304
H -3.448 4.321 -3.732
H 3.561 1.494 2.277
H -1.408 -0.561 -2.075
*
```

lowest unoccupied orbital energy	-0.1453	hartree
DFT total energy	-16283.786	eV
ΔE to the lowest compared entry with this formula, charge and spin	271.3	kJ/mol

Here are the Löwdin charges for atoms 1 to 5, given in e:
1. O -0.057
2. O -0.055
3. O -0.048
4. O -0.062
5. N 0.363

[5]
DFT (ωB97M-V/def2-TZVPD) results for a molecular structure, C6H24O6.

```
! wB97M-V def2-TZVPD RIJCOSX def2/J DEFGRID3
* xyz 0 1
O -0.198 0.956 0.149
O -1.373 -0.148 -2.107
O 0.333 1.863 1.790
O -0.520 -1.680 -0.742
O -0.945 3.117 0.052
O 1.466 -0.138 -0.565
C -1.976 -3.320 -0.191
C 1.708 1.447 2.060
C 2.140 2.458 3.179
C -2.467 0.419 -2.748
C 2.404 -0.688 0.323
C -0.976 -2.889 -1.239
H -0.707 -0.508 -2.697
H 1.761 0.430 2.449
H -0.124 3.606 0.103
H 2.368 1.571 1.202
H 3.142 -1.283 -0.216
H -3.114 0.906 -2.018
H 0.576 0.398 0.067
H -3.059 -0.382 -3.192
H 1.275 2.966 3.607
H -0.762 0.692 -0.577
H 2.544 1.993 4.079
H -0.693 2.207 0.212
H -2.714 -2.531 -0.047
H 1.841 -1.413 0.910
H 1.314 -0.802 -1.241
H -0.134 1.201 1.275
H -1.096 -0.919 -0.849
H -2.422 -4.267 -0.497
H -1.432 -2.731 -2.217
H -1.518 -3.570 0.766
H -0.166 -3.612 -1.334
H 2.931 0.107 0.852
H -2.104 1.256 -3.344
H 2.695 3.290 2.748
*
```

lowest unoccupied orbital energy	0.0022	hartree
DFT total energy	-18888.741	eV
ΔE to the lowest compared entry with this formula, charge and spin	798.1	kJ/mol

Here are the Löwdin charges for atoms 1 to 5, given in e:
1. O 0.003
2. O -0.159
3. O -0.118
4. O -0.144
5. O -0.070

[6]
DFT (ωB97M-V/def2-TZVPD) results for 6 unconnected molecules or ions with the total composition C6H24O6.

```
! wB97M-V def2-TZVPD RIJCOSX def2/J DEFGRID3
* xyz 0 1
O 4.264 3.932 0.931
O 0.747 -2.530 -1.880
O -3.985 1.522 3.686
O -0.484 -0.660 -3.881
O -0.016 0.508 3.532
O 0.461 -0.601 0.672
C -0.011 -0.808 4.059
C -3.555 1.738 2.346
C -0.217 -3.590 -1.878
C -0.075 0.308 -0.271
C -0.057 -1.102 -5.178
C 3.267 3.447 0.052
H -4.130 1.097 1.681
H 0.551 1.201 -0.295
H -1.083 -3.271 -2.450
H 0.430 -1.497 0.325
H 0.063 0.412 2.576
H -0.527 -3.837 -0.858
H -0.619 -0.832 4.964
H -3.642 2.793 2.071
H 1.631 -2.904 -1.902
H -1.096 0.611 -0.014
H -0.381 -1.402 -3.275
H 0.203 -4.512 -2.284
H 0.986 -1.419 -5.156
H 2.822 4.301 -0.459
H -0.710 -1.896 -5.551
H -0.105 -0.099 -1.282
H -3.207 1.511 4.248
H 3.666 2.800 -0.739
H 2.473 2.911 0.577
H -0.449 -1.528 3.364
H -0.167 -0.257 -5.854
H 1.007 -1.118 4.310
H -2.498 1.488 2.195
H 4.442 3.284 1.616
*
```

lowest unoccupied orbital energy	0.0066	hartree
DFT total energy	-18893.368	eV
structure (SMILES)	CO.CO.CO.CO.CO.CO
ΔE to the lowest compared entry with this formula, charge and spin	351.6	kJ/mol

Here are the Löwdin charges for atoms 1 to 5, given in e:
1. O -0.118
2. O -0.135
3. O -0.120
4. O -0.140
5. O -0.132